Record 1
{
  "formula": "C18H21BN7O2RuS3",
  "method": "wB97M-V/def2-TZVPD",
  "species": ["Ru", "S", "S", "S", "O", "O", "N", "N", "N", "N", "N", "N", "N", "C", "C", "C", "C", "C", "C", "C", "C", "C", "C", "C", "C", "C", "C", "C", "C", "C", "C", "B", "H", "H", "H", "H", "H", "H", "H", "H", "H", "H", "H", "H", "H", "H", "H", "H", "H", "H", "H", "H", "H"],
  "positions_angstrom": [[-0.2799, 1.4471, -0.2101], [-0.1134, 1.0967, -2.8222], [-0.3015, 6.1344, -0.4042], [-2.6157, 1.3479, -0.1720], [-0.1882, 0.3310, 1.6837], [0.1795, -1.1209, -0.4005], [3.7964, 1.1380, 0.7214], [-3.2820, -0.9703, 1.0765], [0.8115, -1.3522, -3.5267], [-1.2983, -1.3869, -2.9567], [-2.9951, -1.2344, -1.0748], [1.7838, 1.4815, -0.0249], [-0.3569, 3.3684, -0.4043], [-0.3305, 4.5631, -0.4020], [3.9295, 1.4929, -0.6010], [2.8707, 1.1930, 3.4978], [-0.2247, -0.5892, -3.1104], [2.6746, 1.7111, -1.0562], [-3.3207, -0.3415, 2.3867], [1.0685, 0.8726, 5.0322], [2.0066, 0.9739, 2.4145], [-3.5644, -2.2810, 0.7915], [2.4918, 1.1501, 1.0622], [0.2066, 0.6322, 3.9879], [0.3853, -2.6506, -3.6410], [2.1472, -0.8673, -3.8109], [0.6470, 0.6556, 2.6505], [-3.3838, -2.4384, -0.5452], [2.4170, 1.1391, 4.7939], [-0.9203, -2.6671, -3.2808], [-2.9475, -0.3493, -0.0739], [-2.7514, -0.9204, -2.5988], [1.0372, -3.4465, -3.9557], [-0.5745, -1.6944, -0.5897], [-3.5240, -1.5678, -3.2436], [-3.3580, -1.1149, 3.1486], [-4.1948, 0.3015, 2.4784], [3.9109, 1.4381, 3.3211], [3.0929, 1.3247, 5.6168], [0.2290, -1.0538, 0.5698], [2.3449, 2.0181, -2.0300], [2.0859, 0.0626, -4.3710], [-2.8296, 0.2567, -2.7527], [4.8867, 1.5821, -1.0824], [2.6925, -0.6839, -2.8855], [4.5475, 0.8695, 1.3328], [2.6736, -1.6081, -4.4064], [-3.5205, -3.3082, -1.1632], [0.6930, 0.8676, 6.0473], [-1.6119, -3.4909, -3.2606], [-3.8629, -2.9800, 1.5528], [-2.4228, 0.2583, 2.5200], [-0.8370, 0.4102, 4.1712]],
  "nbo_charge": [1.195, -0.133, 0.176, 0.099, -0.817, -0.944, -0.491, -0.312, -0.327, -0.485, -0.451, -0.522, -0.584, 0.172, -0.067, -0.148, 0.276, -0.074, -0.418, -0.151, -0.239, -0.052, 0.427, -0.293, -0.055, -0.407, 0.447, -0.054, -0.243, -0.057, 0.243, 0.159, 0.238, 0.490, -0.025, 0.225, 0.227, 0.203, 0.230, 0.514, 0.253, 0.235, -0.003, 0.243, 0.220, 0.437, 0.225, 0.245, 0.227, 0.238, 0.243, 0.250, 0.216],
  "total_charge": 1,
  "gap_ev": [6.825, 5.118],
  "s_squared": 6.05,
  "multiplicity": 5
}

=====

Record 2
{
  "formula": "C34H25IrN4O7",
  "method": "wB97M-V/def2-TZVPD",
  "species": ["Ir", "O", "O", "O", "O", "O", "O", "O", "N", "N", "N", "N", "C", "C", "C", "C", "C", "C", "C", "C", "C", "C", "C", "C", "C", "C", "C", "C", "C", "C", "C", "C", "C", "C", "C", "C", "C", "C", "C", "C", "C", "C", "C", "C", "C", "C", "H", "H", "H", "H", "H", "H", "H", "H", "H", "H", "H", "H", "H", "H", "H", "H", "H", "H", "H", "H", "H", "H", "H", "H", "H"],
  "positions_angstrom": [[0.0250, 0.4436, -0.6399], [-1.2814, -0.7583, 0.7297], [-0.1973, 1.9307, 0.7389], [-1.7622, 0.8380, -1.3909], [-1.8418, 7.3214, 3.3730], [-1.0429, 5.4215, 4.4084], [2.2776, 1.6668, -1.0791], [-0.3042, 3.1248, -1.1242], [0.1225, -1.0406, -2.0626], [1.4475, -1.8552, 0.6595], [-0.5292, -2.8520, -3.0702], [1.5233, -0.5334, 0.2974], [-1.3969, 6.7840, 4.6184], [4.5230, 1.5674, -0.1930], [0.3008, -2.5301, 0.7126], [-0.4837, -6.2108, 0.9095], [-2.3321, -1.3167, -2.3185], [1.7199, -4.5690, 0.5341], [-2.6464, -0.0375, -1.8165], [-4.6836, -1.7855, -2.6639], [-0.9459, -1.7220, -2.4595], [3.8078, -0.7787, 1.1148], [-1.2801, 5.3527, 0.3252], [-1.6630, 6.4728, 1.0665], [2.8353, -0.0890, 0.3728], [1.2417, -1.7677, -2.4165], [-1.9637, -4.2427, 1.1048], [5.4548, 0.8792, 0.5727], [-0.8004, 4.2075, 0.9429], [-3.9990, 0.3465, -1.7760], [-0.4151, 3.0409, 0.0974], [-0.6787, 4.1288, 2.3388], [0.4562, -3.9800, 0.7267], [1.8704, -5.9360, 0.5286], [-3.3646, -2.1720, -2.7240], [5.0964, -0.2950, 1.2198], [0.8470, -2.8963, -3.0468], [-1.0409, -2.0061, 0.8361], [0.7602, -6.7667, 0.7203], [3.2256, 1.0916, -0.3010], [-4.9927, -0.5071, -2.1920], [-1.0449, 5.2405, 3.0471], [-2.1332, -2.9033, 1.0730], [-0.6606, -4.8188, 0.9140], [2.6065, 2.8526, -1.8047], [-1.5263, 6.3826, 2.4289], [3.5117, -1.6832, 1.6220], [-2.0497, 7.3663, 0.5973], [-3.1060, -2.4437, 1.1920], [5.8214, -0.8362, 1.8123], [-1.3518, 5.3585, -0.7536], [-5.4661, -2.4623, -2.9773], [4.8160, 2.4683, -0.7092], [2.8958, 3.6479, -1.1164], [3.4183, 2.6474, -2.5058], [-1.1343, -3.5503, -3.4620], [-4.2210, 1.3328, -1.3920], [2.2342, -1.4221, -2.1885], [2.8508, -6.3698, 0.3795], [0.8794, -7.8425, 0.7206], [-0.5189, 7.3420, 4.9582], [-3.1361, -3.1670, -3.0885], [-6.0259, -0.1874, -2.1413], [1.4050, -3.7127, -3.4664], [-1.3495, -6.8447, 1.0608], [-2.8057, -4.9059, 1.2607], [-0.3255, 3.2257, 2.8140], [2.5712, -3.9199, 0.3852], [1.7010, 3.1319, -2.3283], [6.4630, 1.2637, 0.6509], [-2.2082, 6.8394, 5.3435]],
  "mulliken_spin": [1.592, 0.391, 0.031, 0.115, 0.000, 0.000, 0.095, 0.042, 0.039, 0.354, 0.002, 0.521, 0.000, -0.076, 0.088, -0.028, -0.031, 0.067, 0.012, 0.025, -0.007, 0.151, 0.002, 0.000, -0.118, 0.023, 0.153, 0.139, -0.008, 0.023, 0.002, 0.001, 0.002, -0.007, -0.019, -0.059, -0.001, 0.269, 0.048, 0.148, -0.015, -0.001, -0.028, 0.021, -0.001, 0.001, 0.007, 0.000, -0.004, -0.002, 0.001, 0.002, -0.005, 0.001, 0.001, -0.001, 0.000, -0.001, 0.000, 0.002, 0.000, 0.001, -0.001, 0.000, 0.001, 0.010, 0.000, 0.013, 0.006, 0.010, 0.000],
  "total_charge": 0,
  "gap_ev": [6.580, 5.598],
  "relative_energy_kcal_mol": 4.2,
  "s_squared": 6.04,
  "multiplicity": 5
}